Molecular formula: C3H15NO4
Method: DFT, ωB97M-V with the def2-TZVPD basis set

ORCA input file:
```
! wB97M-V def2-TZVPD RIJCOSX def2/J DEFGRID3
* xyz 0 1
C -1.114 1.770 -1.093
C -0.387 1.854 0.243
N 0.917 1.214 0.352
C -1.342 1.132 1.243
O -1.254 1.591 2.564
H -0.611 2.357 -1.859
H -1.098 0.744 -1.514
H -2.175 2.066 -1.097
H -0.338 2.934 0.533
H 1.541 1.344 -0.428
H 0.773 0.274 0.685
H -2.432 1.152 0.935
H -1.189 0.026 1.286
H -0.305 1.492 2.777
O 2.339 -2.675 -2.485
H 1.500 -2.679 -2.035
H 2.774 -1.822 -2.593
O 1.684 -1.566 1.760
H 1.730 -1.753 2.702
H 2.445 -1.976 1.340
O -1.461 -1.929 -2.076
H -0.589 -2.019 -1.682
H -1.959 -2.704 -1.799
*
```

Computed properties:
E_HOMO in eV: -9.09
Lowest unoccupied orbital energy in Eh: 0.0053
Energy relative to the best compared isomer or geometry (same formula, charge and spin) in kcal per mole: 35.5
Molar mass in g/mol: 129.16
Kohn-Sham gap in eV: 9.2305
SMILES: C[C@H](N)CO.O.O.O
Energy in a.u.: -478.97228

How is the electron density shared among the atoms? According to Mulliken, the charges in e are:
1 C -1.30
2 C 0.50
3 N -0.48
4 C -0.58
5 O -0.55
6 H 0.36
7 H 0.22
8 H 0.37
9 H 0.16
10 H 0.21
11 H 0.19
12 H 0.30
13 H 0.28
14 H 0.35
15 O -0.62
16 H 0.30
17 H 0.32
18 O -0.60
19 H 0.29
20 H 0.30
21 O -0.60
22 H 0.28
23 H 0.31